Entry 1:
{"formula": "H20O10", "method": "wB97M-V/def2-TZVPD", "elements": ["O", "H", "H", "O", "H", "H", "O", "H", "H", "O", "H", "H", "O", "H", "H", "O", "H", "H", "O", "H", "H", "O", "H", "H", "O", "H", "H", "O", "H", "H"], "xyz": [[0.82058, -2.61613, -3.54204], [1.30589, -2.08514, -4.17689], [1.15553, -2.34007, -2.68281], [-2.01411, 0.51109, 2.12418], [-2.55482, 0.41881, 1.32321], [-2.25908, -0.23921, 2.66948], [2.35490, 2.86602, 0.35655], [1.63146, 2.50169, 0.87957], [2.93533, 3.27578, 1.00115], [1.42890, -2.48943, -0.74314], [2.33258, -2.19222, -0.60374], [1.48877, -3.44814, -0.76111], [-1.20221, 2.62130, -0.20677], [-0.81519, 2.29325, 0.60985], [-0.48571, 2.58300, -0.84345], [3.22612, 0.22758, 0.95620], [3.52465, 1.12082, 1.13400], [2.98594, 0.24014, 0.02832], [-3.65570, -0.12782, 0.08036], [-4.37962, -0.75297, 0.15193], [-3.07134, -0.50077, -0.59061], [-2.10313, -1.75068, -1.76559], [-2.51764, -2.41741, -2.31760], [-1.20587, -2.06603, -1.63554], [0.27736, -0.11125, 0.24726], [0.46217, -0.89997, -0.27102], [-0.46105, -0.35812, 0.81108], [0.48017, 2.15001, 2.36417], [0.39137, 1.19483, 2.29532], [-0.07624, 2.39103, 3.10767]], "atomic_forces_ev_per_a": [[-0.076, -0.095, -0.087], [-0.035, 0.050, -0.154], [0.044, 0.028, 0.202], [0.662, -0.041, 0.302], [-0.412, 0.030, -0.101], [-0.134, -0.049, 0.079], [0.339, 0.028, -0.390], [-0.160, 0.090, 0.237], [-0.091, 0.256, 0.087], [0.064, -0.099, -0.273], [0.156, 0.114, 0.248], [-0.071, -0.182, 0.043], [-0.301, 0.146, -0.130], [0.111, -0.017, 0.193], [0.109, -0.058, -0.042], [0.387, -0.781, 0.254], [-0.112, 0.172, -0.180], [-0.203, 0.369, -0.031], [-0.126, 0.106, -0.035], [-0.083, -0.039, 0.067], [0.158, -0.148, -0.322], [-0.145, 0.023, 0.170], [-0.042, -0.033, -0.142], [0.189, 0.054, -0.093], [-0.012, 0.099, -0.136], [0.097, -0.074, 0.148], [-0.312, 0.176, 0.171], [0.206, -0.018, 0.040], [-0.040, -0.226, -0.106], [-0.170, 0.117, -0.016]], "lowdin_charge": [-0.060, 0.038, -0.020, -0.062, -0.009, 0.046, -0.061, -0.015, 0.040, -0.036, 0.071, 0.077, -0.057, -0.024, 0.028, -0.067, 0.011, 0.017, -0.041, 0.058, 0.014, -0.030, 0.057, 0.022, -0.045, -0.011, 0.015, -0.047, 0.027, 0.063], "lumo_ev": 0.0, "smiles": "O.O.O.O.O.O.O.O.O.O", "homo_energy_ev": -10.2, "spin_multiplicity": 1, "e_tot_ev": -20800.2644, "homo_lumo_gap_ev": 10.15}



Entry 2:
{"formula": "H20O10", "method": "wB97M-V/def2-TZVPD", "elements": ["O", "H", "H", "O", "H", "H", "O", "H", "H", "O", "H", "H", "O", "H", "H", "O", "H", "H", "O", "H", "H", "O", "H", "H", "O", "H", "H", "O", "H", "H"], "xyz": [[-9.62900, -18.10700, -14.46900], [-8.91900, -18.34400, -13.94200], [-9.19400, -18.13200, -15.29800], [-6.51500, -19.87900, -10.92000], [-6.88800, -20.23300, -10.09800], [-5.65700, -19.46500, -10.67400], [-6.51700, -22.48500, -12.31700], [-7.03100, -23.06400, -11.77000], [-6.43600, -21.65800, -11.84000], [-9.42500, -20.45500, -12.27800], [-10.26200, -20.02200, -12.35100], [-9.57800, -21.39700, -12.51500], [-9.61800, -17.95600, -10.93400], [-10.47100, -18.41400, -11.00300], [-9.02900, -18.29700, -11.62200], [-6.06700, -17.63800, -14.95900], [-6.14000, -18.02600, -14.07900], [-6.38600, -16.75700, -14.81000], [-7.52000, -18.30100, -12.76900], [-7.19600, -18.95200, -12.11000], [-7.50100, -17.43900, -12.36700], [-9.15700, -14.10300, -12.63500], [-8.50000, -14.80200, -12.41700], [-9.95800, -14.58000, -12.84000], [-7.94000, -17.41600, -8.78900], [-8.43600, -17.68700, -9.58500], [-8.05400, -18.15200, -8.17400], [-7.33000, -15.82600, -11.65500], [-7.41700, -15.20200, -10.92600], [-6.44700, -15.63500, -11.82100]], "atomic_forces_ev_per_a": [[-2.655, 0.727, -0.813], [2.233, -0.850, 2.342], [0.227, 0.116, -1.714], [1.077, -0.086, 0.726], [0.018, 0.309, -0.231], [-0.831, -0.435, -0.106], [0.345, -0.001, -0.640], [-0.334, -0.408, 0.439], [-0.045, 0.341, 0.124], [0.730, -1.603, 0.123], [-0.866, 0.204, -0.402], [0.133, 1.059, 0.114], [-0.499, 0.103, 0.264], [0.593, 0.275, 0.057], [-0.279, -0.212, -0.279], [0.577, -0.365, -0.200], [-0.273, -0.280, -0.112], [-0.282, 0.753, -0.157], [0.146, -0.975, -0.104], [-0.236, 0.263, -0.196], [0.101, 0.732, 0.524], [0.701, -0.172, 0.224], [-0.778, 0.588, -0.482], [-0.326, -0.183, -0.109], [0.231, -0.375, -0.005], [-0.222, 0.173, 0.258], [-0.021, 0.279, -0.072], [-1.439, 0.164, 1.030], [-0.982, -0.231, 0.657], [2.956, 0.092, -1.259]], "lowdin_charge": [-0.020, -0.069, 0.021, -0.040, 0.090, 0.110, -0.044, 0.020, -0.019, -0.044, 0.018, 0.074, -0.049, 0.066, -0.007, -0.055, -0.002, 0.015, -0.089, 0.019, 0.004, -0.075, -0.017, 0.026, -0.084, -0.023, 0.029, -0.004, 0.100, 0.050], "lumo_ev": -0.3, "smiles": "O.O.O.O.O.O.O.O.O.O", "homo_energy_ev": -10.8, "spin_multiplicity": 1, "e_tot_ev": -20799.6398, "homo_lumo_gap_ev": 10.55}



Entry 3:
{"formula": "H20O10", "method": "wB97M-V/def2-TZVPD", "elements": ["O", "H", "H", "O", "H", "H", "O", "H", "H", "O", "H", "H", "O", "H", "H", "O", "H", "H", "O", "H", "H", "O", "H", "H", "O", "H", "H", "O", "H", "H"], "xyz": [[-0.32850, -3.15463, 0.52700], [0.56050, -3.23063, 0.13900], [-0.63750, -2.29063, 0.27100], [-1.18950, -2.62163, 3.67100], [-0.33550, -3.02263, 3.85200], [-1.01550, -1.81063, 3.22800], [-1.08150, 3.86437, -1.54600], [-0.25150, 4.21637, -1.22100], [-0.95250, 2.93837, -1.68600], [-0.99650, 1.09537, -2.33800], [-0.59150, 1.41637, -3.18200], [-1.97650, 1.00437, -2.39700], [2.07550, 0.22737, -2.00500], [2.31950, -0.22663, -1.19800], [1.97750, -0.48663, -2.61700], [-0.19150, -1.82863, -2.25200], [0.07850, -1.00963, -1.81600], [-1.01550, -2.07963, -1.86300], [1.78850, 0.73137, 2.01200], [1.87950, 0.00937, 2.68900], [1.45550, 0.23637, 1.27600], [-0.17750, -0.32363, -0.05500], [-0.58650, 0.43337, -0.45900], [-0.60250, -0.22063, 0.80100], [-1.29750, -0.37663, 2.33700], [-1.38850, 0.52437, 2.52400], [-2.21650, -0.69463, 2.27900], [1.81750, 2.49637, -0.42500], [1.46550, 1.77037, -0.95700], [1.41450, 2.41337, 0.41100]], "atomic_forces_ev_per_a": [[0.580, -0.772, 0.229], [-0.629, 0.131, 0.036], [0.130, 0.478, -0.247], [-0.348, -1.326, 0.978], [-0.078, -0.059, -0.121], [0.601, 0.811, -0.354], [-0.545, 1.151, 0.127], [0.263, -0.127, 0.042], [0.351, -0.952, -0.070], [-0.387, 0.355, -0.372], [-0.981, -0.527, 0.912], [1.221, 0.259, -0.627], [0.029, 0.419, 0.306], [0.206, 0.044, 0.400], [-0.162, -0.664, -0.906], [1.090, 0.035, -0.961], [-0.360, -0.276, -0.057], [-0.635, -0.206, 0.379], [0.307, -0.952, 1.796], [-0.010, 1.232, -0.697], [-0.406, -0.333, -1.070], [0.125, 0.352, 0.500], [0.073, 0.729, -1.370], [0.064, -0.755, 1.038], [-0.831, -1.604, -0.691], [0.015, 2.380, 0.802], [0.323, -0.055, -0.002], [0.374, 0.306, -1.594], [0.211, 0.070, -0.106], [-0.588, -0.139, 1.701]], "lowdin_charge": [-0.052, 0.051, -0.027, -0.052, 0.039, -0.059, -0.056, 0.027, -0.049, -0.070, 0.106, 0.099, -0.027, 0.053, 0.040, -0.063, -0.034, 0.018, -0.054, 0.076, -0.023, -0.076, 0.027, -0.004, -0.007, 0.061, 0.114, -0.031, -0.015, -0.010], "lumo_ev": -0.4, "smiles": "O.O.O.O.O.O.O.O.O.O", "homo_energy_ev": -10.9, "spin_multiplicity": 1, "e_tot_ev": -20799.4911, "homo_lumo_gap_ev": 10.58}



Entry 4:
{"formula": "H20O10", "method": "wB97M-V/def2-TZVPD", "elements": ["O", "H", "H", "O", "H", "H", "O", "H", "H", "O", "H", "H", "O", "H", "H", "O", "H", "H", "O", "H", "H", "O", "H", "H", "O", "H", "H", "O", "H", "H"], "xyz": [[0.36473, 0.95030, -1.16150], [1.01501, 0.55387, -0.49695], [-0.47581, 1.07495, -0.79307], [2.46727, -0.80278, -1.50949], [2.81158, -0.84205, -0.64529], [2.03633, 0.03149, -1.68913], [-2.24250, 2.05078, 2.86733], [-1.65882, 2.25399, 3.54822], [-3.03172, 1.66175, 3.25222], [-4.99330, -0.54755, -0.99087], [-4.45641, -0.61426, -0.13341], [-5.43867, -1.38549, -1.12918], [-0.99258, -3.58085, -0.66888], [-1.64882, -2.97211, -0.38301], [-0.10640, -3.30754, -0.21851], [4.00032, -1.70706, 1.52429], [3.16160, -2.08894, 1.75217], [3.82951, -1.08279, 0.81124], [-2.96242, 3.25570, 0.03403], [-3.25965, 2.47512, -0.45072], [-3.59136, 3.51333, 0.66554], [4.43950, 3.89994, -1.21602], [4.20879, 2.96761, -0.90265], [3.60066, 4.32972, -1.08932], [-1.08618, -1.64358, -1.53379], [-0.40367, -1.10261, -1.85978], [-1.98264, -1.38741, -1.93874], [1.36946, -1.94855, 2.18398], [1.15038, -1.09966, 2.40671], [1.32571, -2.38983, 3.06114]], "atomic_forces_ev_per_a": [[3.572, -0.762, -0.049], [-2.256, 0.922, -0.862], [-1.692, 0.165, 1.275], [-0.374, -0.620, -1.748], [0.459, 0.152, 1.372], [0.173, 0.216, -0.144], [-1.543, -0.599, -2.098], [1.412, 0.518, 1.980], [0.119, 0.034, 0.215], [1.405, 0.363, 1.721], [-1.372, -0.164, -1.932], [0.051, -0.211, 0.234], [3.118, -3.423, 2.306], [-0.150, 0.609, 0.489], [-2.755, -0.560, -1.200], [1.220, 0.446, -0.349], [-0.882, -0.129, 0.060], [0.200, -0.175, 0.311], [1.725, -0.528, -1.711], [-0.316, 0.351, 0.370], [-1.410, 0.163, 1.200], [-0.241, -2.406, 0.739], [0.770, 1.798, -0.719], [-0.530, 0.618, -0.034], [-3.734, 1.907, -1.068], [1.055, 1.575, -0.990], [2.377, -0.124, 0.505], [0.434, -3.840, 0.446], [-0.882, 3.678, 0.598], [0.049, 0.029, -0.917]], "lowdin_charge": [-0.051, 0.072, 0.013, -0.006, -0.023, 0.007, -0.026, -0.005, 0.039, -0.092, 0.072, 0.027, -0.124, -0.013, 0.088, -0.046, -0.025, 0.006, -0.039, 0.034, -0.001, -0.078, 0.065, 0.013, -0.091, -0.003, 0.105, -0.010, 0.001, 0.093], "lumo_ev": -0.4, "smiles": "O.O.O.O.O.O.O.O.O.O", "homo_energy_ev": -9.4, "spin_multiplicity": 1, "e_tot_ev": -20796.9556, "homo_lumo_gap_ev": 8.97}